No. 1
{"formula": "C12H48N8O12", "method": "ωB97M-V with the def2-TZVPD basis set", "species": ["C", "O", "H", "H", "H", "H", "C", "O", "H", "H", "H", "H", "C", "O", "H", "H", "H", "H", "C", "O", "H", "H", "H", "H", "C", "O", "H", "H", "H", "H", "C", "O", "H", "H", "H", "H", "C", "O", "H", "H", "H", "H", "C", "O", "H", "H", "H", "H", "C", "O", "N", "N", "H", "H", "H", "H", "C", "O", "N", "N", "H", "H", "H", "H", "C", "O", "N", "N", "H", "H", "H", "H", "C", "O", "N", "N", "H", "H", "H", "H"], "positions_angstrom": [[18.57, 16.28, -0.80], [17.35, 16.88, -1.23], [19.19, 17.12, -0.46], [18.45, 15.50, -0.06], [19.14, 15.93, -1.66], [17.48, 17.54, -1.91], [16.32, 17.33, 1.74], [17.00, 16.87, 2.89], [15.90, 16.59, 1.05], [15.64, 18.16, 1.92], [17.12, 17.76, 1.13], [16.69, 16.05, 3.27], [16.73, 13.20, -0.72], [18.11, 12.89, -0.56], [16.19, 12.60, -1.47], [16.20, 13.07, 0.22], [16.69, 14.26, -0.97], [18.56, 13.06, -1.40], [13.61, 19.92, -3.07], [14.86, 19.27, -3.22], [13.78, 20.80, -2.46], [13.14, 20.16, -4.04], [12.82, 19.28, -2.67], [14.83, 18.34, -2.90], [13.46, 16.32, -1.14], [14.52, 16.95, -1.87], [13.73, 15.27, -0.99], [13.38, 16.88, -0.21], [12.56, 16.26, -1.74], [15.36, 16.57, -1.56], [19.05, 13.75, -4.32], [19.48, 12.67, -3.52], [18.45, 14.40, -3.69], [19.89, 14.37, -4.65], [18.57, 13.36, -5.22], [19.64, 11.88, -4.04], [22.19, 17.84, -1.87], [21.56, 19.11, -1.95], [21.52, 17.01, -2.13], [22.97, 17.79, -2.63], [22.54, 17.70, -0.85], [20.79, 19.06, -1.35], [17.90, 16.98, -5.40], [17.45, 17.59, -6.59], [17.63, 17.54, -4.49], [17.45, 15.99, -5.27], [18.98, 16.92, -5.34], [16.67, 18.09, -6.32], [18.49, 20.17, -3.30], [18.39, 19.09, -2.72], [17.46, 20.77, -3.93], [19.67, 20.83, -3.34], [17.58, 21.65, -4.40], [16.56, 20.35, -3.73], [20.48, 20.28, -3.05], [19.85, 21.69, -3.82], [20.59, 20.58, 0.90], [19.93, 19.65, 0.44], [20.78, 21.82, 0.40], [21.26, 20.48, 2.11], [21.26, 22.55, 0.88], [20.25, 22.00, -0.44], [21.79, 21.25, 2.44], [21.23, 19.58, 2.56], [16.54, 21.58, 0.12], [15.71, 22.47, -0.06], [16.62, 20.49, -0.70], [17.46, 21.48, 1.10], [15.92, 20.46, -1.43], [17.41, 19.87, -0.71], [17.52, 22.29, 1.70], [18.12, 20.73, 0.99], [21.00, 16.21, 2.05], [21.79, 16.25, 1.11], [21.08, 15.28, 3.04], [20.05, 17.17, 2.27], [20.55, 15.33, 3.89], [21.92, 14.72, 3.02], [20.03, 17.88, 1.56], [19.18, 16.85, 2.68]], "multiplicity": 1, "total_energy_ev": -49714.758}

***

No. 2
{"formula": "C12H48O18", "method": "ωB97M-V with the def2-TZVPD basis set", "species": ["O", "H", "H", "O", "H", "H", "O", "H", "H", "O", "H", "H", "O", "H", "H", "O", "H", "H", "C", "C", "O", "O", "H", "H", "H", "H", "H", "H", "C", "C", "O", "O", "H", "H", "H", "H", "H", "H", "C", "C", "O", "O", "H", "H", "H", "H", "H", "H", "C", "C", "O", "O", "H", "H", "H", "H", "H", "H", "C", "C", "O", "O", "H", "H", "H", "H", "H", "H", "C", "C", "O", "O", "H", "H", "H", "H", "H", "H"], "positions_angstrom": [[28.72, -4.79, 11.78], [29.53, -5.32, 11.80], [28.91, -4.23, 11.02], [27.71, -2.92, 13.60], [28.33, -3.53, 13.31], [27.41, -2.53, 12.79], [27.66, -1.24, 11.14], [28.18, -1.99, 10.82], [28.14, -0.42, 11.16], [26.63, -0.12, 8.84], [26.81, 0.81, 9.04], [26.71, -0.50, 9.73], [29.08, 1.13, 11.71], [29.55, 0.68, 12.42], [28.66, 1.90, 12.14], [29.28, -3.13, 9.65], [30.17, -2.80, 9.82], [29.10, -3.07, 8.73], [26.67, 0.42, 14.65], [26.02, -0.46, 15.70], [24.75, -0.88, 15.20], [25.66, 1.26, 14.18], [27.11, -0.24, 13.94], [27.48, 1.00, 15.07], [25.92, 0.06, 16.74], [26.67, -1.31, 15.86], [24.78, -1.07, 14.32], [25.35, 1.83, 14.93], [26.95, 4.51, 8.62], [28.11, 3.83, 9.25], [27.84, 2.44, 9.29], [27.14, 5.91, 8.63], [26.06, 4.32, 9.15], [26.80, 4.18, 7.62], [28.36, 4.22, 10.22], [28.92, 3.91, 8.58], [27.37, 2.19, 10.09], [26.56, 6.20, 7.89], [25.48, -5.02, 9.01], [25.42, -3.52, 9.32], [24.19, -3.23, 9.89], [26.66, -5.30, 8.31], [24.59, -5.34, 8.46], [25.46, -5.56, 9.93], [25.58, -2.91, 8.41], [26.23, -3.24, 9.98], [23.52, -3.28, 9.16], [26.72, -6.24, 8.31], [29.53, 0.46, 7.06], [28.82, 0.04, 5.80], [29.13, 0.92, 4.80], [29.34, -0.43, 8.10], [29.25, 1.46, 7.45], [30.56, 0.63, 6.80], [27.78, -0.09, 5.98], [29.29, -0.87, 5.48], [28.67, 1.72, 5.00], [28.50, -0.26, 8.47], [22.72, -1.17, 12.52], [24.08, -0.83, 11.94], [25.13, -1.60, 12.53], [21.70, -0.34, 11.88], [22.75, -1.13, 13.60], [22.47, -2.16, 12.24], [24.31, 0.20, 12.13], [24.15, -0.84, 10.92], [25.94, -1.09, 12.40], [21.32, 0.19, 12.60], [31.21, -1.80, 12.30], [31.40, -1.19, 10.94], [31.94, -2.07, 9.95], [30.45, -0.83, 13.03], [32.12, -2.11, 12.78], [30.61, -2.71, 12.31], [32.05, -0.31, 10.88], [30.42, -0.97, 10.47], [31.95, -1.55, 9.11], [30.42, -1.07, 13.93]], "multiplicity": 1, "total_energy_ev": -50073.588}

***

No. 3
{"formula": "C12H4Cl5N2PdS5SbSe", "method": "ωB97M-V with the def2-TZVPD basis set", "species": ["Pd", "Cl", "C", "C", "C", "Cl", "C", "Cl", "C", "Cl", "C", "Cl", "S", "Sb", "S", "S", "S", "Se", "C", "C", "C", "N", "C", "C", "H", "H", "H", "H", "S", "C", "N"], "positions_angstrom": [[-1.17, -0.06, 0.39], [-1.19, 3.07, -0.66], [-2.75, 2.35, -0.40], [-2.81, 1.02, 0.01], [-4.07, 0.48, 0.24], [-4.16, -1.16, 0.78], [-5.23, 1.22, 0.06], [-6.78, 0.51, 0.36], [-5.14, 2.54, -0.37], [-6.58, 3.48, -0.60], [-3.89, 3.11, -0.60], [-3.79, 4.76, -1.11], [-1.32, -4.32, -0.12], [-0.18, -2.76, -1.28], [-1.41, -0.81, -1.79], [0.80, -1.47, 0.72], [1.48, -3.25, -2.72], [2.09, 0.04, -0.22], [3.78, -0.85, -0.16], [3.93, -2.23, -0.15], [5.21, -2.76, -0.14], [6.33, -2.03, -0.15], [6.17, -0.71, -0.18], [4.94, -0.07, -0.17], [3.07, -2.88, -0.18], [5.34, -3.83, -0.14], [7.08, -0.12, -0.18], [4.88, 1.01, -0.17], [-1.98, 3.07, 3.76], [-1.50, 1.79, 2.88], [-1.14, 0.86, 2.27]], "charge": -2, "multiplicity": 1, "total_energy_ev": -207647.081}